{"formula": "C40H50Br2IrN6S", "method": "ωB97M-V with the def2-TZVPD basis set", "charge": 2, "homo_energy_ha": [-0.4329, -0.4675], "spin_multiplicity": 2, "lumo_energy_ha": [-0.2498, -0.2506], "s2": 0.785, "homo_lumo_gap_ha": [0.183, 0.217], "elements": ["Ir", "Br", "C", "C", "C", "N", "C", "C", "C", "C", "C", "Br", "C", "C", "N", "H", "H", "H", "H", "H", "H", "C", "C", "C", "C", "C", "C", "C", "C", "C", "C", "C", "C", "N", "C", "C", "N", "C", "C", "C", "C", "C", "C", "C", "C", "C", "C", "C", "C", "H", "H", "H", "H", "H", "H", "H", "H", "H", "H", "H", "H", "H", "H", "H", "H", "H", "H", "H", "H", "H", "H", "H", "H", "H", "H", "H", "H", "H", "H", "H", "H", "H", "H", "H", "H", "S", "C", "N", "C", "C", "C", "N", "H", "H", "H", "H", "H", "H", "H", "H"], "positions_angstrom": [[0.491, -0.027, -0.339], [0.717, -0.174, 6.571], [0.625, -0.172, 4.694], [-0.599, -0.208, 4.041], [-0.598, -0.209, 2.662], [0.519, -0.201, 1.938], [1.710, -0.168, 2.560], [1.795, -0.135, 3.944], [2.896, -0.169, 1.687], [4.192, -0.242, 2.170], [5.252, -0.241, 1.271], [7.021, -0.353, 1.897], [4.986, -0.158, -0.091], [3.665, -0.097, -0.487], [2.646, -0.109, 0.374], [-1.527, -0.220, 4.594], [-1.527, -0.204, 2.106], [2.744, -0.068, 4.453], [4.402, -0.307, 3.226], [5.784, -0.143, -0.818], [3.408, -0.024, -1.537], [1.643, -3.171, -2.603], [1.222, -2.936, -1.154], [2.297, -3.423, -0.183], [-0.117, -3.555, -0.861], [-0.249, -4.930, -0.924], [-1.469, -5.543, -0.685], [-2.552, -4.769, -0.311], [-2.472, -3.386, -0.225], [-3.646, -2.643, 0.388], [-3.821, -3.072, 1.851], [-4.945, -2.876, -0.390], [-1.257, -2.756, -0.607], [-1.171, -1.375, -0.754], [-2.191, -0.671, -1.253], [-2.208, 0.694, -1.178], [-1.227, 1.361, -0.563], [-1.326, 2.730, -0.380], [-2.583, 3.399, -0.322], [-2.605, 4.760, -0.610], [-1.452, 5.504, -0.767], [-0.233, 4.890, -0.524], [-0.148, 3.527, -0.323], [1.213, 2.928, -0.106], [1.736, 3.201, 1.305], [2.232, 3.369, -1.154], [-3.930, 2.851, 0.154], [-3.896, 1.659, 1.110], [-4.932, 2.630, -1.001], [2.526, -2.583, -2.855], [0.837, -2.907, -3.288], [1.882, -4.223, -2.758], [1.127, -1.838, -0.996], [2.463, -4.495, -0.283], [2.005, -3.219, 0.849], [3.245, -2.922, -0.385], [0.609, -5.539, -1.175], [-1.560, -6.619, -0.750], [-3.485, -5.258, -0.066], [-3.435, -1.573, 0.395], [-4.078, -4.128, 1.926], [-4.625, -2.495, 2.308], [-2.905, -2.903, 2.420], [-5.256, -3.918, -0.337], [-4.837, -2.610, -1.443], [-5.746, -2.271, 0.036], [-2.978, -1.191, -1.787], [-2.998, 1.247, -1.666], [-3.564, 5.260, -0.660], [-1.503, 6.557, -1.005], [0.667, 5.490, -0.514], [1.098, 1.816, -0.188], [1.887, 4.268, 1.461], [2.696, 2.699, 1.449], [1.035, 2.839, 2.060], [2.496, 4.418, -1.030], [1.830, 3.237, -2.155], [3.151, 2.785, -1.064], [-4.330, 3.677, 0.747], [-3.632, 0.724, 0.617], [-4.890, 1.534, 1.538], [-3.195, 1.839, 1.927], [-4.968, 1.585, -1.311], [-4.677, 3.243, -1.865], [-5.935, 2.908, -0.680], [1.245, 0.542, -2.868], [0.423, 0.360, -4.361], [0.626, 1.282, -5.292], [0.118, 1.180, -6.659], [-0.050, -0.291, -7.009], [-0.908, -0.964, -5.949], [-0.352, -0.685, -4.625], [1.231, 2.052, -5.056], [0.832, 1.660, -7.325], [-0.837, 1.705, -6.742], [0.930, -0.771, -7.047], [-0.515, -0.393, -7.987], [-0.913, -2.043, -6.096], [-1.938, -0.603, -6.004], [-0.524, -1.336, -3.877]], "atomic_forces_ev_per_a": [[-3.22, 1.06, 0.78], [-0.03, 0.03, -0.34], [0.01, 0.00, 0.16], [0.15, 0.02, 0.12], [-0.40, 0.03, -0.12], [-0.34, 0.18, -1.86], [0.01, -0.04, 0.18], [-0.18, -0.01, -0.03], [0.20, -0.08, 0.22], [0.06, 0.02, -0.04], [0.13, -0.01, 0.00], [-0.36, 0.03, -0.12], [0.03, 0.01, 0.18], [0.23, 0.06, -0.18], [-0.33, -0.20, -0.87], [-0.03, -0.02, -0.04], [0.00, -0.05, -0.02], [0.05, -0.06, -0.06], [-0.06, 0.00, 0.03], [-0.01, -0.01, -0.04], [0.01, -0.07, 0.00], [0.01, 0.08, 0.13], [0.44, 0.01, 0.02], [-0.05, 0.11, -0.03], [-0.38, 0.41, -0.19], [-0.06, -0.16, 0.07], [0.04, 0.08, 0.03], [0.07, -0.12, -0.06], [0.23, 0.48, 0.02], [-0.13, -0.21, 0.04], [0.00, 0.14, -0.10], [0.08, 0.24, 0.06], [0.33, -1.34, 0.28], [1.49, 1.96, 0.49], [0.10, -0.45, -0.58], [0.05, 0.57, -0.33], [1.30, -2.46, 0.06], [0.43, 1.53, 0.42], [0.12, -0.29, 0.18], [0.17, 0.08, 0.01], [0.06, -0.12, 0.09], [-0.11, 0.22, -0.08], [-0.38, -0.54, -0.39], [0.47, 0.19, 0.06], [-0.08, -0.29, -0.02], [-0.07, -0.09, -0.01], [-0.07, -0.28, -0.36], [-0.02, 0.19, 0.05], [0.00, 0.05, 0.19], [0.01, 0.01, -0.04], [0.04, -0.02, -0.08], [-0.02, -0.03, -0.05], [0.26, -0.82, -0.36], [0.00, -0.03, 0.03], [0.02, -0.04, 0.05], [0.05, -0.03, 0.01], [0.04, 0.00, 0.03], [-0.02, -0.01, -0.01], [-0.03, 0.01, 0.06], [-0.05, -0.05, 0.02], [0.01, -0.02, 0.02], [-0.02, -0.01, 0.05], [0.02, -0.04, 0.04], [0.01, -0.03, -0.03], [-0.03, -0.02, -0.03], [-0.05, -0.01, -0.02], [-0.03, -0.08, 0.13], [-0.01, 0.06, 0.14], [-0.05, -0.02, 0.05], [0.00, 0.04, 0.07], [0.05, 0.00, -0.02], [0.29, 0.59, -0.01], [-0.03, 0.02, -0.01], [0.05, 0.06, 0.04], [-0.02, 0.05, 0.05], [0.02, 0.00, 0.07], [0.05, 0.01, -0.03], [0.04, 0.02, 0.00], [0.05, 0.01, -0.03], [-0.06, -0.02, 0.06], [0.00, -0.04, 0.05], [0.01, -0.02, 0.04], [-0.02, -0.02, -0.03], [-0.06, 0.01, -0.02], [-0.06, -0.08, -0.04], [0.21, 0.02, 1.80], [-0.67, -0.37, 0.03], [0.14, 0.01, 0.00], [-0.08, -0.21, -0.22], [0.02, 0.06, 0.15], [-0.13, 0.04, -0.27], [-0.05, 0.10, -0.05], [-0.02, -0.01, 0.12], [-0.01, 0.02, 0.05], [0.06, 0.03, 0.05], [0.00, -0.01, -0.03], [-0.02, -0.01, -0.01], [-0.03, 0.01, 0.08], [0.02, -0.04, 0.03], [0.12, 0.01, 0.07]]}

=====

{"formula": "C40H50Br3MgN3O5S", "method": "ωB97M-V with the def2-TZVPD basis set", "charge": -2, "homo_energy_ha": -0.0548, "lumo_energy_ha": 0.1391, "homo_lumo_gap_ha": 0.194, "elements": ["Mg", "Br", "C", "C", "C", "Br", "C", "C", "C", "C", "N", "C", "C", "O", "H", "H", "H", "H", "C", "C", "C", "C", "C", "C", "C", "Br", "C", "O", "C", "C", "C", "C", "C", "C", "H", "H", "H", "H", "H", "H", "H", "H", "H", "H", "H", "H", "H", "H", "H", "H", "H", "H", "H", "H", "C", "C", "C", "C", "H", "H", "H", "H", "H", "H", "H", "H", "H", "C", "C", "C", "N", "C", "S", "N", "C", "O", "C", "C", "C", "C", "C", "C", "H", "H", "H", "H", "H", "H", "H", "H", "H", "H", "H", "H", "H", "H", "C", "O", "C", "O", "H", "H", "H"], "positions_angstrom": [[-0.039, -0.138, 0.080], [0.539, 4.860, 1.537], [1.862, 3.604, 1.006], [3.195, 4.012, 0.996], [4.196, 3.149, 0.647], [6.002, 3.774, 0.655], [3.902, 1.813, 0.283], [4.853, 0.826, -0.056], [4.440, -0.439, -0.364], [3.066, -0.733, -0.359], [2.165, 0.166, -0.057], [2.547, 1.418, 0.273], [1.446, 2.308, 0.648], [0.265, 1.878, 0.653], [3.435, 5.031, 1.273], [5.905, 1.083, -0.058], [5.153, -1.210, -0.624], [2.687, -1.715, -0.612], [0.239, -6.735, -4.906], [-0.415, -5.411, -5.326], [-1.885, -5.675, -5.682], [0.292, -4.911, -6.585], [-0.325, -4.405, -4.181], [0.334, -3.189, -4.278], [0.407, -2.346, -3.185], [1.291, -0.678, -3.445], [-0.130, -2.630, -1.901], [0.062, -1.874, -0.892], [-0.898, -3.844, -1.847], [-0.929, -4.678, -2.954], [-1.698, -4.311, -0.615], [-3.139, -4.635, -1.048], [-1.821, -3.291, 0.521], [-1.044, -5.578, -0.046], [0.194, -7.466, -5.719], [-0.260, -7.160, -4.035], [1.285, -6.573, -4.641], [-1.964, -6.421, -6.479], [-2.365, -4.755, -6.019], [-2.441, -6.040, -4.818], [0.206, -5.658, -7.379], [1.353, -4.732, -6.402], [-0.149, -3.981, -6.947], [0.796, -2.866, -5.199], [-1.476, -5.610, -2.859], [-3.605, -3.745, -1.474], [-3.723, -4.942, -0.176], [-3.193, -5.437, -1.786], [-2.247, -2.355, 0.168], [-0.866, -3.069, 0.988], [-2.490, -3.717, 1.278], [-1.017, -6.387, -0.781], [-1.597, -5.928, 0.830], [-0.019, -5.365, 0.262], [1.700, -1.386, 4.234], [1.220, -0.401, 3.158], [0.663, 0.843, 3.847], [0.213, -1.003, 2.178], [2.433, -0.939, 4.917], [2.155, -2.266, 3.773], [0.845, -1.730, 4.825], [2.120, -0.088, 2.605], [-0.156, 0.544, 4.513], [0.271, 1.547, 3.112], [1.416, 1.353, 4.456], [-0.733, -1.153, 2.724], [0.565, -2.016, 1.924], [-3.944, 4.415, 3.744], [-3.329, 3.817, 2.486], [-2.247, 2.787, 2.771], [-2.698, 1.649, 3.567], [-3.186, 0.534, 3.002], [-3.546, 0.375, 1.409], [-3.310, -0.574, 3.866], [-3.449, -0.640, 5.228], [-3.062, -1.599, 5.873], [-4.230, 0.453, 5.919], [-5.234, 1.165, 5.272], [-5.998, 2.080, 5.983], [-5.750, 2.293, 7.332], [-4.747, 1.582, 7.979], [-3.997, 0.653, 7.275], [-4.719, 5.145, 3.504], [-3.187, 4.920, 4.350], [-4.396, 3.641, 4.364], [-2.866, 4.605, 1.886], [-4.096, 3.354, 1.860], [-1.424, 3.244, 3.322], [-1.837, 2.396, 1.838], [-2.347, 1.585, 4.507], [-3.090, -1.450, 3.408], [-5.429, 0.998, 4.220], [-6.780, 2.631, 5.478], [-6.341, 3.016, 7.882], [-4.555, 1.745, 9.032], [-3.226, 0.068, 7.758], [-3.593, -0.258, -2.582], [-2.590, -0.480, -1.621], [-1.605, 0.582, -1.424], [-1.773, 1.563, -2.112], [-3.915, -1.235, -2.953], [-3.222, 0.352, -3.409], [-4.458, 0.257, -2.143]], "atomic_forces_ev_per_a": [[-0.29, -0.06, 0.37], [-0.01, 0.01, -0.01], [0.01, 0.01, 0.00], [-0.01, 0.07, 0.02], [0.03, -0.01, -0.03], [0.00, 0.00, 0.01], [0.07, -0.03, 0.01], [0.04, 0.06, 0.02], [-0.04, -0.04, -0.01], [-0.01, -0.09, -0.01], [0.06, 0.21, -0.15], [0.00, -0.03, 0.02], [0.00, 0.00, 0.06], [0.13, 0.23, -0.05], [-0.01, -0.02, 0.01], [-0.02, 0.00, -0.01], [0.01, -0.02, 0.00], [-0.02, -0.03, -0.04], [0.00, 0.01, 0.00], [-0.01, 0.02, 0.00], [0.00, 0.00, -0.01], [0.00, -0.02, 0.01], [0.03, -0.02, 0.02], [-0.02, 0.02, 0.00], [0.02, 0.00, -0.09], [0.05, 0.01, 0.08], [-0.20, -0.03, 0.07], [0.37, -0.19, -0.13], [0.00, -0.05, -0.02], [-0.02, 0.01, -0.02], [0.01, 0.02, -0.03], [-0.01, -0.01, 0.00], [0.05, -0.04, 0.00], [0.01, 0.01, 0.01], [-0.01, -0.02, -0.02], [-0.01, -0.01, 0.02], [0.02, 0.01, 0.00], [0.00, -0.01, -0.02], [-0.01, 0.02, 0.00], [-0.01, -0.01, 0.02], [0.00, -0.01, -0.01], [0.03, 0.00, 0.01], [-0.02, 0.03, -0.01], [0.02, 0.00, -0.02], [-0.01, -0.03, 0.00], [-0.01, 0.02, 0.00], [-0.02, -0.02, 0.02], [0.00, -0.01, -0.02], [-0.03, 0.07, -0.03], [-0.05, -0.01, -0.03], [-0.01, 0.00, 0.03], [0.00, -0.01, -0.02], [-0.02, -0.02, 0.03], [0.01, 0.00, 0.01], [-0.04, -0.02, -0.03], [0.09, 0.04, -0.01], [-0.02, 0.03, -0.03], [-0.04, 0.12, -0.15], [0.04, 0.03, 0.03], [0.00, -0.01, -0.01], [-0.01, -0.01, 0.01], [-0.01, 0.02, 0.00], [-0.06, -0.01, 0.03], [0.01, -0.01, -0.02], [0.02, 0.00, 0.03], [-0.08, -0.09, 0.08], [0.01, -0.01, -0.02], [0.02, 0.03, 0.01], [0.01, -0.01, -0.04], [0.06, -0.01, -0.05], [-0.11, -0.01, 0.00], [0.05, 0.16, 0.04], [-0.17, -0.14, -0.08], [0.03, -0.14, 0.08], [-0.07, 0.02, 0.19], [-0.14, 0.08, -0.20], [0.13, -0.10, -0.09], [-0.05, -0.04, 0.08], [0.03, -0.04, 0.01], [-0.02, 0.02, 0.02], [-0.01, 0.00, -0.04], [0.01, 0.06, -0.05], [-0.01, 0.01, -0.01], [0.02, 0.01, 0.00], [-0.01, -0.03, 0.03], [-0.01, -0.03, -0.04], [-0.01, 0.00, 0.03], [-0.01, 0.02, 0.01], [0.07, 0.08, 0.00], [0.10, -0.07, -0.02], [0.09, 0.03, 0.04], [0.02, 0.00, -0.03], [-0.01, 0.01, 0.01], [0.00, 0.00, 0.00], [0.00, 0.01, 0.01], [0.00, -0.01, 0.00], [-0.03, -0.02, -0.02], [0.21, 0.01, 0.09], [-0.15, -0.28, 0.14], [0.02, 0.21, -0.07], [-0.03, 0.02, -0.01], [-0.02, -0.02, -0.01], [-0.01, 0.03, -0.03]]}

=====

> Which formula does entry 1 have?

C40H50Br2IrN6S